1.
The following is a DFT calculation (the ωB97M-V functional and the def2-TZVPD basis) of a 6-piece molecular cluster, C32H22BF5O10 overall.

XYZ file:
```
70
Properties=species:S:1:pos:R:3:forces:R:3
B 1.38629 2.06213 2.62258 -0.08 0.05 -0.09
C 0.30131 3.13942 3.10102 0.17 0.03 0.15
F 0.34546 4.32197 2.41201 0.01 -0.30 0.25
F 0.47349 3.45055 4.42925 -0.11 -0.02 -0.33
C -1.13102 2.53662 2.92545 -0.06 0.46 -0.18
F -1.03618 1.21581 2.64882 0.13 -0.03 0.16
F -1.75885 3.09959 1.89955 -0.08 0.03 -0.15
F -1.88031 2.68783 4.00530 -0.07 -0.13 0.17
H 1.68619 1.23954 3.42144 0.07 0.04 0.00
H 1.77937 2.10446 1.50637 -0.04 -0.08 0.39
C 2.30686 3.34161 -3.96749 0.10 -0.15 0.14
C 2.42924 3.42018 -2.64415 -0.01 0.01 -0.05
C 1.85538 2.38639 -1.75294 -0.02 0.00 0.05
O 1.96460 2.45778 -0.54541 0.03 0.05 -0.36
C 1.13668 1.25245 -2.38585 -0.02 -0.02 -0.04
C 1.01000 1.16997 -3.70689 0.00 0.00 0.04
C 1.58488 2.20834 -4.60197 -0.01 0.02 -0.01
O 1.46271 2.12994 -5.80541 -0.02 0.00 0.00
H 2.71798 4.08308 -4.63271 -0.01 0.00 -0.06
H 2.94755 4.23616 -2.15662 0.01 -0.02 0.02
H 0.72758 0.50942 -1.71270 0.01 0.01 0.02
H 0.48869 0.35462 -4.19228 0.01 0.01 -0.03
C -0.93096 -2.11733 2.23127 -0.03 0.06 0.04
C 0.27992 -1.58483 2.09265 0.02 -0.13 -0.03
C 1.46161 -2.42506 1.77666 -0.02 -0.01 0.00
O 2.56586 -1.93946 1.65204 0.00 0.00 0.00
C 1.24196 -3.88586 1.61938 0.01 0.01 0.00
C 0.03143 -4.41962 1.75815 0.01 -0.01 0.01
C -1.14915 -3.57726 2.07372 0.01 0.02 0.00
O -2.25402 -4.06498 2.19841 -0.01 -0.02 -0.02
H -1.80615 -1.52131 2.45698 -0.03 -0.02 -0.05
H 0.46203 -0.52684 2.20195 0.05 0.02 0.00
H 2.11214 -4.48532 1.38683 -0.01 0.00 -0.02
H -0.14928 -5.48164 1.64717 -0.01 0.00 -0.01
C 0.70100 7.94417 -5.64628 -0.01 0.03 0.00
C -0.37554 8.69280 -5.86871 0.03 -0.02 0.01
C -1.67998 8.07926 -6.22955 -0.01 0.00 -0.01
O -2.65952 8.76140 -6.43382 0.00 0.00 0.00
C -1.73602 6.59837 -6.33125 0.02 -0.03 0.01
C -0.65914 5.85011 -6.10885 -0.05 0.00 -0.01
C 0.64134 6.46566 -5.74802 0.00 -0.06 -0.02
O 1.61975 5.77778 -5.54375 -0.02 0.19 -0.04
H 1.66183 8.36763 -5.38287 0.01 -0.02 0.00
H -0.35862 9.77295 -5.80018 -0.03 0.00 -0.01
H -2.69610 6.17406 -6.59566 -0.01 0.03 0.00
H -0.67237 4.76946 -6.17966 0.04 0.00 0.00
C -7.44944 -0.97475 1.94204 0.02 0.03 0.00
C -6.23695 -0.44634 1.80423 -0.03 0.00 0.01
C -5.06048 -1.29487 1.48860 0.00 -0.02 0.00
O -3.95513 -0.80908 1.36475 0.03 0.02 0.01
C -5.28463 -2.75335 1.33104 -0.01 -0.04 -0.04
C -6.49834 -3.28050 1.46924 0.03 0.03 -0.01
C -7.67650 -2.43472 1.78452 -0.01 -0.02 0.01
O -8.78285 -2.91324 1.90848 0.00 0.00 0.00
H -8.32274 -0.37796 2.17253 -0.02 -0.02 0.00
H -6.04678 0.61386 1.91375 0.03 0.00 0.00
H -4.41037 -3.35086 1.10706 0.03 0.02 0.05
H -6.68713 -4.34084 1.36092 -0.02 0.00 0.01
C 4.58792 -6.69650 4.55272 -0.03 0.01 -0.01
C 3.65688 -6.57442 3.61099 0.01 0.01 0.03
C 3.99339 -6.72381 2.17357 0.00 -0.01 0.00
O 3.14359 -6.60938 1.31415 0.00 0.00 0.01
C 5.40511 -7.01524 1.82386 0.03 -0.02 0.01
C 6.33692 -7.13748 2.76491 -0.02 0.00 -0.03
C 6.00250 -6.98887 4.20460 0.01 0.00 0.01
O 6.84965 -7.10231 5.06223 0.00 0.00 0.00
H 4.36783 -6.59129 5.60734 0.03 0.00 0.01
H 2.62016 -6.36208 3.84071 -0.01 0.00 -0.02
H 5.62416 -7.11917 0.76892 -0.03 0.01 -0.01
H 7.37328 -7.34879 2.53485 0.01 0.00 0.03
```
Positions in Å, forces in eV/Å.

HOMO level: -10.169 eV
orbital gap: 8.45 eV
LUMO energy: -1.72 eV
calculated total energy: -2508.9778 a.u.
SMILES: BC(F)(F)C(F)(F)F.O=C1C=CC(=O)C=C1.O=C1C=CC(=O)C=C1.O=C1C=CC(=O)C=C1.O=C1C=CC(=O)C=C1.O=C1C=CC(=O)C=C1


2.
The following is a DFT calculation (the ωB97M-V functional and the def2-TZVPD basis) of C32H22Cl2N4O4PPt as an isolated structure.

XYZ file:
```
66
Properties=species:S:1:pos:R:3:forces:R:3
Pt 0.12112 2.05141 0.21359 0.29 0.47 -0.32
Cl 4.48725 -2.15791 -2.67642 -0.04 0.00 -0.04
C 3.18385 -1.04719 -2.57108 0.05 0.02 0.00
C 2.29078 -1.20613 -1.37901 0.13 -0.05 0.06
C 1.63915 0.08710 -1.03147 0.02 0.21 -0.19
N 1.38602 0.53477 0.16973 -0.17 -0.10 0.13
C 1.74854 -0.01223 1.42736 0.01 0.01 -0.11
O 2.41796 -0.99277 1.59810 -0.04 0.00 0.00
C 1.23484 0.84376 2.55788 0.00 -0.03 0.00
C 1.62589 0.54792 3.84555 -0.02 0.06 0.03
C 1.17760 1.35635 4.88270 0.01 -0.02 -0.03
C 0.35511 2.42471 4.58246 -0.02 0.01 -0.04
C 0.00224 2.65760 3.25970 -0.01 0.00 0.05
N 0.42954 1.88928 2.26420 -0.10 -0.18 -0.04
C 1.21944 0.96960 -2.13177 0.06 -0.06 0.20
C 1.82218 0.82041 -3.33100 0.11 0.02 -0.02
C 2.90582 -0.13824 -3.50854 -0.07 0.03 -0.02
Cl 3.80653 -0.00458 -4.96344 0.02 -0.01 0.01
N 0.31172 1.94224 -1.73604 -0.23 -0.30 0.09
C -0.46921 2.70525 -2.52747 0.02 0.05 -0.05
O -0.47390 2.74210 -3.74318 -0.01 -0.01 0.01
C -1.42594 3.52255 -1.68173 -0.01 0.01 -0.02
C -2.40478 4.28195 -2.28295 0.01 0.00 0.04
C -3.32753 4.94317 -1.48507 0.02 0.00 -0.02
C -3.23765 4.81378 -0.11145 0.03 -0.03 0.02
C -2.22086 4.04255 0.42425 0.00 0.04 -0.01
N -1.32234 3.42113 -0.33631 0.01 -0.01 0.04
H 2.87224 -1.56220 -0.53415 0.00 0.08 0.01
H 2.27722 -0.29904 4.00869 -0.01 -0.01 0.00
H 1.47239 1.15527 5.90333 0.00 0.00 0.01
H -0.01563 3.08538 5.35264 0.00 0.00 0.01
H -0.63383 3.48740 2.98833 0.02 0.00 0.00
H 1.57696 1.49067 -4.14227 0.01 -0.01 -0.01
H -2.42837 4.32038 -3.36267 0.00 0.00 -0.01
H -4.11251 5.53786 -1.93140 0.00 0.00 0.00
H -3.94720 5.28927 0.54936 0.00 0.01 0.00
H -2.12919 3.90337 1.49128 -0.01 -0.01 -0.01
O -3.71296 0.35149 -0.03495 -0.03 0.03 0.06
C -2.70714 -0.29812 0.19725 -0.01 -0.06 -0.22
O -1.55239 0.04488 0.54829 0.08 0.00 0.44
C -2.81643 -1.85674 -0.00754 -0.15 -0.36 -0.14
P -1.15793 -2.53793 -0.09189 0.20 0.81 0.16
C -0.25978 -2.01973 -1.40637 -0.18 -0.33 -0.14
C 1.18015 -2.40444 -1.65021 0.12 0.13 0.10
C 1.34300 -2.95365 -3.04023 -0.08 -0.03 -0.09
C 0.54719 -2.56613 -4.03757 0.04 0.02 0.10
C -0.56225 -1.66333 -3.77469 -0.06 -0.06 -0.07
C -0.99327 -1.44966 -2.51986 -0.02 -0.03 -0.02
C -0.31774 -2.78877 1.46757 -0.12 -0.42 -0.01
C -0.82394 -2.15784 2.60397 0.04 0.09 0.01
C -0.23322 -2.39472 3.83517 0.01 -0.01 0.00
C 0.84309 -3.26373 3.94234 0.01 0.00 0.01
C 1.33088 -3.91262 2.81643 -0.03 0.03 -0.01
C 0.74346 -3.68914 1.58341 -0.03 -0.02 0.03
H -3.35577 -2.09642 -0.92451 0.00 -0.03 0.02
H -3.36422 -2.32386 0.81315 0.06 0.03 0.04
H 1.48555 -3.15354 -0.92969 -0.02 -0.04 -0.03
H 2.17287 -3.62325 -3.21701 0.04 0.03 -0.01
H 0.71154 -2.92061 -5.04558 -0.01 -0.01 -0.01
H -1.09091 -1.21526 -4.60595 0.00 -0.02 -0.02
H -1.90572 -0.89423 -2.34611 0.07 0.11 0.09
H -1.64967 -1.46514 2.52479 0.00 0.02 -0.04
H -0.62230 -1.89941 4.71505 -0.02 -0.01 0.01
H 1.29206 -3.45098 4.90907 0.01 0.00 0.00
H 2.15434 -4.60802 2.89964 0.02 0.00 0.00
H 1.10610 -4.23604 0.72432 -0.04 -0.04 -0.02
```
Positions in Å, forces in eV/Å.

HOMO level (alpha / beta): -10.478 / -10.479 eV
net charge: +1
orbital gap (alpha / beta): 6.04 / 6.04 eV
LUMO energy (alpha / beta): -4.44 / -4.44 eV
calculated total energy: -3133.4448 a.u.


3.
The following is a DFT calculation (the ωB97M-V functional and the def2-TZVPD basis) of C32H22Cl5N7Zr as an isolated structure.

XYZ file:
```
67
Properties=species:S:1:pos:R:3:forces:R:3
Zr 0.13428 -0.09607 0.03886 -0.75 -0.53 -0.23
C -2.05938 -2.52343 -6.37671 -0.04 0.12 0.01
C -1.30760 -2.09566 -5.14928 0.14 -0.03 -0.09
C 0.06711 -1.86383 -5.19793 -0.10 -0.02 0.02
C 0.76528 -1.43700 -4.08864 0.00 0.01 0.23
C 0.13249 -1.23578 -2.85545 -0.26 -0.05 -0.36
N 0.82876 -0.82492 -1.71568 0.08 -0.12 -0.38
C 2.23743 -0.75351 -1.72896 0.16 0.20 -0.17
C 3.02283 -1.89280 -1.92290 0.04 0.02 0.10
C 4.40000 -1.82256 -1.90004 -0.07 -0.03 0.02
C 5.05557 -0.61171 -1.65679 -0.06 0.04 -0.02
C 6.55365 -0.53509 -1.61532 0.00 0.00 0.05
C 4.28107 0.52125 -1.45047 0.10 0.10 0.08
C 2.89265 0.46924 -1.50452 -0.09 -0.46 -0.08
N 2.14421 1.67412 -1.39251 0.16 0.22 -0.24
C 2.52049 2.91655 -1.74003 -0.12 0.10 -0.07
C 1.49617 3.77978 -1.40924 -0.02 0.00 0.10
C 0.52032 2.97580 -0.83328 0.10 0.06 -0.18
N 0.91327 1.69691 -0.83767 0.56 1.10 0.02
C -1.25885 -1.41971 -2.82213 0.33 0.08 -0.37
C -1.95439 -1.84102 -3.95299 -0.08 0.02 0.14
N -2.02354 -1.06491 -1.65837 -0.10 -0.43 0.09
C -3.24938 -1.51968 -1.33901 -0.08 0.16 0.15
C -3.82236 -0.64549 -0.43315 -0.02 0.01 -0.06
C -2.86690 0.34023 -0.23361 -0.36 -0.05 -0.48
N -1.76899 0.09158 -0.97123 -0.78 0.32 -0.06
H -1.42222 -3.11006 -7.03520 -0.03 -0.04 0.00
H -2.38843 -1.64458 -6.93576 -0.01 -0.03 -0.02
H -2.94460 -3.10621 -6.12804 0.02 -0.03 0.00
H 0.59856 -2.00880 -6.13011 0.00 -0.01 0.00
H 1.82667 -1.24923 -4.16742 0.02 -0.02 -0.01
H 2.52019 -2.83367 -2.11410 0.01 -0.01 0.01
H 4.98196 -2.71999 -2.06943 0.01 0.01 -0.01
H 6.99874 -1.39227 -2.11572 0.03 0.02 -0.02
H 6.91588 -0.52821 -0.58517 -0.02 0.00 0.00
H 6.91041 0.37595 -2.09366 0.03 -0.02 -0.01
H 4.77443 1.46337 -1.23958 -0.04 0.00 -0.02
H 3.46369 3.11639 -2.21961 0.01 -0.09 0.00
H 1.46451 4.84471 -1.55791 0.01 -0.02 -0.03
H -0.44833 3.25836 -0.45292 0.01 -0.03 0.07
H -3.03165 -1.94720 -3.90832 0.01 0.04 -0.01
H -3.66143 -2.41546 -1.77356 0.10 0.01 -0.09
H -4.80012 -0.72559 0.01001 0.02 0.03 0.00
H -2.92259 1.22299 0.38458 0.08 -0.06 0.11
Cl 3.05809 1.93144 1.66582 0.09 0.11 -0.12
C 1.62833 1.59278 2.57741 -0.15 -0.27 -0.13
C 0.67265 0.74992 2.00385 0.53 0.58 1.21
C -0.36639 0.39851 2.85348 0.57 0.21 -0.35
Cl -1.47544 -0.77949 2.15028 -0.51 -0.30 0.30
C -0.54489 0.84814 4.14748 -0.16 0.00 0.16
Cl -1.87982 0.34028 5.08835 0.02 -0.01 -0.04
C 0.41363 1.72998 4.65202 -0.05 0.02 0.16
Cl 0.25094 2.33277 6.23853 0.00 -0.02 -0.06
C 1.51867 2.09319 3.87128 0.05 0.01 -0.07
Cl 2.72322 3.12159 4.51133 -0.05 -0.01 0.02
N 3.67712 -6.44093 2.06415 -0.04 0.06 -0.01
C 3.10370 -5.48089 1.80414 0.10 -0.20 0.05
C 2.39851 -4.28329 1.46245 -0.10 0.30 -0.07
C 3.03135 -3.04612 1.54767 0.02 -0.15 0.01
C 2.32162 -1.91587 1.20131 -0.06 0.01 0.09
N 1.04622 -1.96225 0.78311 0.75 -0.88 0.67
C 0.44398 -3.15817 0.69836 -0.05 -0.01 -0.06
C 1.07318 -4.33652 1.02846 0.06 -0.05 0.02
H 4.05677 -2.97265 1.88026 -0.01 0.04 0.00
H 2.77478 -0.93298 1.26820 0.05 -0.01 0.02
H -0.58269 -3.16308 0.34846 -0.01 -0.02 0.00
H 0.55399 -5.28118 0.95504 -0.03 0.02 -0.02
```
Positions in Å, forces in eV/Å.

HOMO level: -13.365 eV
net charge: +2
energy above the lowest of the compared OMol25 structures with the same formula, charge and spin: 0.0 kcal/mol
orbital gap: 6.84 eV
LUMO energy: -6.52 eV
calculated total energy: -3963.4754 a.u.